Entry from the OMol25 dataset: a structure of composition C45H45ClIN6O4P2RbS (wB97M-V/def2-TZVPD).

Values from the calculation:
- ΔE to the lowest compared entry with this formula, charge and spin (kcal/mol) = 22.8
- total charge = 0
- frontier orbital gap (Ha) = 0.2273
- HOMO level (eV) = -6.1326

Last column: Mulliken charge in e.
CARTESIAN COORDINATES (ANGSTROEM)
Rb (0.65, -2.03, -0.34)  0.8206
C (-3.26, 3.53, 1.29)  -0.5258
S (-4.11, 3.60, -0.31)  -0.1205
C (-2.75, 4.15, -1.40)  -1.2207
C (-2.06, 3.02, -2.16)  0.8443
C (-1.36, 2.07, -1.19)  -0.6133
N (-0.78, 0.83, -1.78)  0.8591
P (0.80, 0.82, -2.52)  -0.4297
C (0.69, 2.25, -3.69)  0.4049
C (0.80, 3.60, -3.37)  -0.3706
C (0.62, 4.58, -4.33)  -0.4108
C (0.32, 4.22, -5.65)  -0.5687
C (0.21, 2.88, -5.98)  -0.7533
C (0.40, 1.90, -5.01)  -0.5962
C (1.87, 1.53, -1.20)  1.2549
C (3.09, 2.12, -1.58)  -0.6480
C (3.96, 2.66, -0.65)  -1.1898
C (3.64, 2.60, 0.71)  -0.4525
C (2.49, 1.95, 1.11)  -0.2360
C (1.62, 1.39, 0.17)  0.6275
P (-1.83, -0.50, -1.99)  1.0571
C (-3.24, -0.03, -3.04)  -0.0056
C (-4.39, 0.53, -2.48)  -0.4565
C (-5.39, 1.04, -3.30)  -0.7254
C (-5.26, 0.98, -4.68)  -0.4936
C (-4.12, 0.42, -5.24)  -0.8331
C (-3.11, -0.08, -4.43)  -0.5296
C (-2.61, -0.71, -0.34)  0.9648
C (-3.69, -1.60, -0.35)  -0.7305
C (-4.35, -1.95, 0.82)  -0.9985
C (-3.93, -1.43, 2.03)  -0.6853
C (-2.82, -0.60, 2.07)  -1.1312
C (-2.16, -0.25, 0.90)  0.9510
H (-4.04, 3.37, 2.04)  0.3853
H (-2.77, 4.48, 1.49)  0.3131
H (-2.55, 2.71, 1.33)  -0.0185
H (-2.04, 4.71, -0.79)  0.4504
H (-3.20, 4.85, -2.10)  0.4904
H (-1.36, 3.46, -2.87)  -0.3767
H (-2.81, 2.48, -2.75)  -0.2230
H (-2.09, 1.79, -0.44)  -0.4749
H (-0.56, 2.61, -0.68)  0.6657
H (1.01, 3.90, -2.35)  0.3650
H (0.70, 5.63, -4.06)  0.4051
H (0.18, 4.99, -6.40)  0.4039
H (-0.02, 2.60, -7.00)  0.4379
H (0.32, 0.85, -5.28)  0.4595
H (3.33, 2.19, -2.64)  0.5041
H (4.87, 3.14, -0.97)  0.3616
H (4.31, 3.03, 1.44)  0.3834
H (2.25, 1.85, 2.16)  -0.0739
H (0.74, 0.85, 0.51)  -0.2684
H (-4.49, 0.63, -1.41)  0.5315
H (-6.27, 1.48, -2.85)  0.4210
H (-6.05, 1.37, -5.32)  0.4048
H (-4.01, 0.38, -6.32)  0.4279
H (-2.23, -0.51, -4.87)  0.5211
H (-4.02, -2.03, -1.29)  0.5268
H (-5.18, -2.65, 0.78)  0.4116
H (-4.44, -1.71, 2.95)  0.5512
H (-2.45, -0.24, 3.02)  0.4624
H (-1.27, 0.37, 0.98)  -0.1245
Cl (0.21, -9.28, 1.76)  -0.3043
C (-0.02, -7.55, 1.55)  0.5445
C (-0.92, -6.89, 2.33)  -0.5184
C (-1.13, -5.52, 2.18)  -0.2530
I (-2.49, -4.57, 3.45)  -0.0239
C (-0.49, -4.72, 1.21)  0.1902
O (-0.73, -3.49, 1.01)  -0.0907
C (0.54, -5.45, 0.44)  -0.1745
N (1.32, -4.71, -0.40)  0.1942
C (2.26, -5.30, -1.09)  -0.4347
C (2.51, -6.68, -1.03)  -0.8718
C (1.76, -7.44, -0.19)  -0.6821
C (0.75, -6.84, 0.60)  0.0913
H (-1.48, -7.45, 3.08)  0.3914
H (2.86, -4.67, -1.74)  0.4410
H (3.29, -7.12, -1.64)  0.3886
H (1.93, -8.51, -0.10)  0.4001
N (1.35, -0.79, 2.84)  -0.3461
C (1.56, -0.08, 3.73)  0.1671
N (1.83, 0.74, 4.76)  0.0267
C (3.24, 1.12, 4.96)  -0.2350
C (3.37, 1.71, 6.35)  -0.7496
O (2.47, 2.80, 6.53)  -0.3803
C (1.13, 2.37, 6.40)  -0.8312
C (0.86, 1.81, 5.02)  -0.1828
H (3.55, 1.86, 4.21)  0.0999
H (3.86, 0.24, 4.86)  0.5236
H (4.38, 2.11, 6.48)  0.3641
H (3.19, 0.94, 7.10)  0.3867
H (0.49, 3.23, 6.59)  0.3578
H (0.91, 1.60, 7.15)  0.3967
H (0.96, 2.61, 4.28)  0.2372
H (-0.14, 1.40, 4.97)  0.3590
N (4.68, -0.66, 0.29)  -0.0103
C (5.68, -1.12, 1.07)  -0.3258
C (5.20, -2.26, 1.68)  -1.0122
C (3.89, -2.39, 1.19)  -0.2207
N (3.58, -1.41, 0.35)  0.1050
H (4.67, 0.18, -0.27)  0.1719
H (6.63, -0.62, 1.13)  0.4531
H (5.73, -2.91, 2.36)  0.3979
H (3.15, -3.16, 1.42)  0.5011
O (-1.27, -1.99, -2.04)  -0.4324
O (-0.88, -1.21, -3.28)  -0.4918